A cluster of 2 separate species, C16H17N in total at a distorted geometry. Source: the Open Molecules 2025 dataset; level of theory: ωB97M-V/def2-TZVPD.

SMILES = Cc1c[nH]c2ccccc12.Cc1ccccc1
2S+1 = 1
ΔE to the lowest compared entry with this formula, charge and spin = 36.9 kJ/mol

Each line ends with the natural charge from an NBO analysis.
Positions of all 34 atoms, in Å:
C (0.658, 0.433, 3.825)  -0.63
C (2.495, 2.463, 1.189)  -0.20
C (2.287, 1.586, 2.234)  -0.22
C (1.460, 3.277, 0.735)  -0.22
C (1.009, 1.473, 2.787)  0.00
C (0.225, 3.242, 1.354)  -0.20
C (0.001, 2.313, 2.357)  -0.22
H (3.491, 2.702, 0.839)  0.21
H (3.077, 0.947, 2.599)  0.21
H (1.634, 3.921, -0.112)  0.21
H (-0.576, 3.841, 0.951)  0.21
H (-0.061, 0.823, 4.550)  0.22
H (1.522, 0.023, 4.345)  0.22
H (-1.019, 2.203, 2.725)  0.21
H (0.132, -0.387, 3.332)  0.22
C (-0.322, -3.957, -0.665)  -0.63
C (-0.673, -1.522, -1.545)  -0.12
C (-0.502, -2.935, -1.745)  -0.07
C (-0.745, -0.911, -2.813)  0.20
C (-0.414, -3.111, -3.086)  -0.04
C (-1.477, 0.485, -0.529)  -0.23
C (-1.491, 1.121, -1.781)  -0.21
C (-1.078, -0.826, -0.400)  -0.18
C (-1.147, 0.416, -2.918)  -0.26
N (-0.564, -1.903, -3.745)  -0.55
H (-1.932, 0.976, 0.322)  0.21
H (-1.754, 2.166, -1.859)  0.21
H (-1.091, -1.288, 0.582)  0.21
H (-1.213, 0.914, -3.873)  0.21
H (-0.424, -4.969, -1.056)  0.22
H (-1.097, -3.836, 0.087)  0.22
H (-0.227, -3.968, -3.715)  0.21
H (-0.877, -1.813, -4.695)  0.41
H (0.693, -3.899, -0.278)  0.22

=====

A cluster of 2 separate species, C16H17N in total at a distorted geometry. Source: the Open Molecules 2025 dataset; level of theory: ωB97M-V/def2-TZVPD.

SMILES = Cc1c[nH]c2ccccc12.Cc1ccccc1
2S+1 = 1
ΔE to the lowest compared entry with this formula, charge and spin = 62.7 kJ/mol

Each line ends with the natural charge from an NBO analysis.
Positions of all 34 atoms, in Å:
C (-4.013, 0.506, 3.032)  -0.63
C (-0.296, -0.247, 2.820)  -0.21
C (-1.638, -0.390, 3.025)  -0.22
C (0.228, 1.054, 2.526)  -0.23
C (-2.526, 0.722, 3.098)  0.00
C (-0.574, 2.133, 2.721)  -0.21
C (-1.969, 1.951, 2.929)  -0.22
H (0.423, -1.052, 2.788)  0.22
H (-2.104, -1.360, 3.178)  0.21
H (1.278, 1.163, 2.288)  0.22
H (-0.235, 3.137, 2.489)  0.21
H (-4.586, 1.322, 3.464)  0.22
H (-4.194, -0.422, 3.582)  0.21
H (-2.564, 2.857, 2.895)  0.21
H (-4.348, 0.435, 1.995)  0.22
C (3.383, -0.155, -4.104)  -0.63
C (0.746, -0.109, -1.448)  0.20
C (1.533, -0.780, -2.395)  -0.13
C (2.271, 0.205, -3.148)  -0.07
C (1.879, 1.434, -2.663)  -0.04
C (-0.101, -0.729, -0.529)  -0.27
C (-0.205, -2.104, -0.731)  -0.21
C (0.533, -2.804, -1.708)  -0.25
C (1.394, -2.171, -2.555)  -0.18
N (0.948, 1.240, -1.672)  -0.55
H (-0.707, -0.242, 0.210)  0.23
H (-0.777, -2.752, -0.077)  0.21
H (0.675, 1.939, -0.996)  0.41
H (0.502, -3.884, -1.623)  0.21
H (2.038, 2.420, -3.065)  0.21
H (1.914, -2.740, -3.317)  0.21
H (3.040, -0.204, -5.138)  0.22
H (3.932, -1.028, -3.766)  0.22
H (4.123, 0.654, -4.107)  0.22

=====

A cluster of 2 separate species, C16H17N in total at a distorted geometry. Source: the Open Molecules 2025 dataset; level of theory: ωB97M-V/def2-TZVPD.

SMILES = Cc1c[nH]c2ccccc12.Cc1ccccc1
2S+1 = 1
ΔE to the lowest compared entry with this formula, charge and spin = 16.8 kJ/mol

Each line ends with the natural charge from an NBO analysis.
Positions of all 34 atoms, in Å:
C (1.094, -0.308, 2.918)  -0.63
C (0.383, -1.256, 0.580)  -0.09
C (1.351, -0.823, 1.547)  -0.08
C (1.072, -1.786, -0.519)  0.14
C (2.562, -1.118, 1.013)  -0.03
C (-0.989, -1.522, 0.729)  -0.19
C (0.398, -2.344, -1.602)  -0.25
C (-1.658, -2.140, -0.304)  -0.24
C (-0.965, -2.515, -1.468)  -0.22
N (2.416, -1.639, -0.259)  -0.54
H (-1.487, -1.115, 1.606)  0.22
H (0.690, -1.089, 3.577)  0.21
H (0.335, 0.485, 2.895)  0.22
H (3.538, -1.093, 1.470)  0.21
H (3.157, -2.152, -0.711)  0.41
H (0.919, -2.628, -2.507)  0.21
H (-2.668, -2.503, -0.190)  0.21
H (-1.510, -2.960, -2.292)  0.21
H (1.976, 0.072, 3.424)  0.22
C (-3.039, 1.776, -1.349)  -0.62
C (0.744, 1.613, -0.914)  -0.15
C (-0.557, 1.436, -1.390)  -0.22
C (0.927, 2.359, 0.231)  -0.24
C (-1.657, 2.028, -0.793)  -0.03
C (-0.156, 2.962, 0.859)  -0.22
C (-1.426, 2.838, 0.317)  -0.21
H (1.572, 1.198, -1.474)  0.21
H (-0.681, 0.833, -2.279)  0.21
H (1.905, 2.513, 0.672)  0.21
H (0.024, 3.695, 1.632)  0.21
H (-3.649, 2.663, -1.162)  0.21
H (-3.523, 0.945, -0.826)  0.22
H (-2.235, 3.375, 0.801)  0.20
H (-2.989, 1.497, -2.399)  0.22

=====

Looking at HOMO energy for the records above, in order, we have -7.8142; -7.6725; -7.7685 eV.